No. 1
Molecular formula: C2HNO3S
Method: DFT, the ωB97M-V functional and the def2-TZVPD basis

- gap between HOMO and LUMO (Ha) = 0.3582
- E_LUMO (eV) = 0.3
- 2S+1 = 1
- HOMO (eV) = -9.45
- calculated total energy (eV) = -20557.7219
- SMILES = O=C=NS.O=C=O

Positions of all 8 atoms, in Å:
O 1.55 3.30 0.29
C 1.38 2.17 0.34
N 1.09 1.02 0.41
S 0.71 -0.31 -0.55
H 1.26 -1.00 0.41
O -2.04 -1.71 0.86
C -2.01 -1.69 -0.30
O -1.94 -1.79 -1.46


No. 2
Molecular formula: C25H36BGe2N6Na
Method: DFT, the ωB97M-V functional and the def2-TZVPD basis

- gap between HOMO and LUMO (Ha) = 0.3240
- E_LUMO (eV) = 0.3
- 2S+1 = 1
- HOMO (eV) = -8.53
- calculated total energy (eV) = -153576.3803

Positions of all 71 atoms, in Å:
Na -0.06 -0.18 -0.27
C 4.14 -1.15 0.75
C 3.32 -0.17 0.18
N 2.08 -0.62 0.00
N 2.08 -1.90 0.44
C 3.30 -2.23 0.90
B 0.95 -2.91 0.15
N -0.32 -2.68 1.01
C -0.78 -3.55 1.94
C -2.08 -3.20 2.24
C -2.33 -2.08 1.44
N -1.27 -1.78 0.71
N 0.56 -2.81 -1.33
C 0.62 -3.81 -2.24
C 0.18 -3.33 -3.45
C -0.14 -1.99 -3.18
N 0.09 -1.69 -1.91
H 5.18 -1.08 1.02
H 3.58 0.84 -0.12
H 3.50 -3.22 1.29
H 1.37 -4.01 0.38
H -0.17 -4.35 2.31
H -2.75 -3.67 2.94
H -3.23 -1.50 1.35
H 0.96 -4.79 -1.96
H 0.10 -3.85 -4.38
H -0.52 -1.24 -3.85
C 0.68 3.78 -1.38
C 1.68 3.14 -0.42
Ge 0.95 2.62 1.37
C 2.46 2.07 2.56
C 1.98 1.15 3.68
C 0.09 4.11 2.34
C -1.09 3.68 2.81
Ge -1.33 1.82 2.11
C -2.83 1.65 0.80
C -2.88 2.79 -0.21
C -1.61 0.51 3.58
C -2.88 0.79 4.39
C -1.99 4.41 3.72
C -3.37 4.24 3.64
C -4.22 4.92 4.49
C -3.71 5.77 5.46
C -2.33 5.95 5.55
C -1.48 5.28 4.69
H 1.18 4.18 -2.26
H 0.14 4.60 -0.90
H -0.05 3.05 -1.72
H 2.49 3.83 -0.20
H 2.11 2.25 -0.89
H 2.88 2.99 2.98
H 3.24 1.57 1.99
H 1.19 1.64 4.27
H 2.79 0.90 4.37
H 1.57 0.22 3.28
H 0.48 5.10 2.57
H -3.76 1.60 1.37
H -2.73 0.69 0.28
H -2.98 3.76 0.29
H -3.73 2.68 -0.89
H -1.97 2.82 -0.81
H -0.74 0.53 4.24
H -1.65 -0.48 3.14
H -2.82 1.75 4.89
H -3.02 0.02 5.16
H -3.77 0.79 3.76
H -3.77 3.58 2.88
H -5.29 4.78 4.41
H -4.37 6.29 6.14
H -1.93 6.62 6.30
H -0.41 5.41 4.78


No. 3
Molecular formula: C3H8BrPS
Method: DFT, the ωB97M-V functional and the def2-TZVPD basis

- gap between HOMO and LUMO (Ha) = 0.2773
- E_LUMO (eV) = -1.2
- 2S+1 = 1
- HOMO (eV) = -8.73
- calculated total energy (eV) = -93406.0645
- SMILES = CCP=S.CBr

Positions of all 14 atoms, in Å:
C -2.25 -0.78 -0.60
C -1.82 -0.49 0.84
P -1.75 1.37 1.27
S -2.27 2.33 -0.35
H -2.10 -1.86 -0.83
H -3.24 -0.58 -0.88
H -1.56 -0.28 -1.30
H -0.93 -1.01 1.23
H -2.63 -1.15 1.48
C 2.13 0.40 -1.31
Br 2.54 0.37 0.57
H 1.22 0.90 -1.42
H 2.98 1.11 -1.78
H 2.04 -0.54 -1.76


No. 4
Molecular formula: C18H42GaN10O6Si
Method: DFT, the ωB97M-V functional and the def2-TZVPD basis

- gap between HOMO and LUMO (Ha) = 0.2588
- E_LUMO (eV) = 2.0
- 2S+1 = 1
- net charge = -1
- HOMO (eV) = -5.06
- calculated total energy (eV) = -106782.8815

Positions of all 78 atoms, in Å:
C 0.13 -5.14 0.97
Si -1.11 -3.89 1.83
C -2.88 -4.52 1.40
C -0.88 -4.09 3.73
O -0.71 -2.31 1.19
C -1.54 -1.24 1.77
C -1.40 0.06 0.72
Ga 0.43 1.03 0.88
C 1.65 0.80 -0.79
C 1.12 1.65 -2.12
C 1.25 0.72 -3.47
C -0.26 0.55 -4.15
N -0.77 1.96 -4.41
C -2.03 2.46 -3.68
C -2.11 4.00 -4.25
C -0.88 4.29 -5.31
C -0.04 2.89 -5.37
O 0.05 2.92 1.01
C 0.88 3.43 2.14
N 1.77 4.12 2.82
H -0.42 -6.18 0.99
H 0.34 -4.81 -0.14
H 1.10 -5.22 1.64
H -3.06 -5.50 2.07
H -2.83 -4.91 0.28
H -3.74 -3.76 1.60
H -0.39 -5.16 3.92
H -1.96 -4.10 4.21
H -0.16 -3.31 4.23
H -2.66 -1.58 1.85
H -1.17 -0.92 2.85
H -2.24 0.86 0.94
H -1.58 -0.37 -0.37
H 1.25 0.55 2.17
H 2.69 1.26 -0.51
H 1.80 -0.32 -1.12
H 0.03 2.00 -1.87
H 1.77 2.63 -2.23
H 1.97 1.32 -4.21
H 1.78 -0.32 -3.30
H -0.95 0.05 -3.36
H -0.26 -0.13 -5.12
H -2.71 1.88 -2.91
H -2.91 4.79 -3.94
H -0.57 5.25 -5.91
H 0.92 2.56 -5.96
C 5.86 3.06 3.86
O 7.04 2.89 4.12
N 5.30 2.65 2.70
N 5.01 3.68 4.69
H 4.34 2.78 2.46
H 5.91 2.18 2.04
H 5.38 4.01 5.58
H 4.03 3.83 4.49
C -2.95 2.16 -7.61
O -1.77 1.99 -7.34
N -3.51 1.75 -8.76
N -3.80 2.78 -6.77
H -4.47 1.88 -9.00
H -2.90 1.28 -9.42
H -3.43 3.10 -5.89
H -4.78 2.93 -6.97
C -6.71 -3.09 1.81
O -5.79 -2.57 1.19
N -7.30 -4.23 1.41
N -7.21 -2.57 2.94
H -8.05 -4.68 1.91
H -6.95 -4.66 0.56
H -6.80 -1.71 3.28
H -7.97 -2.98 3.46
C 7.36 -0.47 5.48
O 6.19 -0.78 5.29
N 8.25 -1.31 6.04
N 7.85 0.74 5.16
H 9.21 -1.07 6.21
H 7.92 -2.23 6.30
H 7.21 1.40 4.74
H 8.80 1.02 5.32